# 1
DFT (ωB97M-V with the def2-TZVPD basis set) results for a molecular structure, C27H31CaN6OS2 at a distorted geometry.

Structure (ORCA input):
```
! wB97M-V def2-TZVPD RIJCOSX def2/J DEFGRID3
* xyz 1 1
H 0.56 0.24 5.22
C -0.22 1.35 2.67
N -2.01 -2.66 -0.83
C -0.28 -4.35 -0.80
C 0.53 2.52 2.59
H 1.83 -7.00 -0.83
S -2.50 0.39 -0.80
N 0.36 1.19 -1.05
H 2.84 -1.86 1.34
H -0.92 -0.57 4.60
H -1.75 5.61 1.14
H -3.30 2.57 2.09
H -2.16 0.43 2.50
N -0.49 2.21 -1.42
C 4.53 -1.04 0.29
C -1.66 -4.03 -0.68
H -3.00 -2.48 -0.75
H -1.23 4.55 -0.99
C 1.50 1.19 -1.67
C -0.83 -6.69 -0.41
C -2.15 4.36 -1.54
C 3.18 -1.18 0.57
H -3.57 2.80 -1.16
C 1.49 -5.98 -0.89
N 2.23 -0.52 -0.10
H 5.93 -0.05 -0.99
N 0.61 -3.32 -1.02
H -2.15 5.70 2.85
H -3.27 4.92 1.73
H 2.53 1.66 -3.49
C 2.58 0.34 -1.07
H -0.51 -7.72 -0.32
H 1.61 2.50 2.68
C -2.56 -5.01 -0.39
C -1.52 3.76 2.20
H -1.10 4.01 -3.40
C -1.95 4.59 -3.03
H 4.18 1.20 -2.21
C -2.22 5.07 1.96
H 2.56 -2.83 -1.40
C -1.76 1.94 -1.16
C 0.12 -5.69 -0.70
H 5.26 -1.59 0.87
H -3.61 -4.76 -0.29
C 4.89 -0.19 -0.73
C -2.14 -6.35 -0.24
H -2.83 4.30 -3.60
H -2.92 5.03 -1.16
S 0.66 -0.14 2.92
O -0.02 -1.23 2.05
H 3.41 -5.15 -1.33
C -1.60 1.35 2.49
H -1.68 -2.28 -1.71
C -0.13 3.72 2.37
H 0.89 2.33 -3.35
H 2.21 3.06 -2.45
C 1.81 2.10 -2.81
Ca -0.15 -0.92 -0.07
H 0.59 -1.51 4.81
C 3.91 0.51 -1.42
H -2.88 -7.11 -0.01
H -1.75 5.65 -3.22
N -2.58 3.00 -1.22
C -2.23 2.56 2.25
C 1.87 -3.65 -1.20
C 0.16 -0.54 4.57
C 2.36 -4.96 -1.16
H 0.44 4.64 2.30
*
```

Properties
- Kohn-Sham gap (eV) = 7.40
- relative energy (zero: lowest compared OMol25 entry of this formula, charge and spin) (kcal/mol) = 6.01
- max |F| (Eh/bohr) = 0.030

Here are the natural (NBO) charges for atoms 1 to 5, given in e: H 0.25; C -0.26; N -0.87; C 0.19; C -0.21



# 2
DFT (ωB97M-V with the def2-TZVPD basis set) results for a molecular structure, C27H31DyNO2S5.

Structure (ORCA input):
```
! wB97M-V def2-TZVPD RIJCOSX def2/J DEFGRID3
* xyz 1 6
C -5.34 0.67 1.31
H 0.13 1.93 -3.04
C -3.41 -0.90 -0.02
H -0.04 4.69 0.95
S -1.32 -1.30 2.73
H 0.59 -1.02 -5.52
H 6.80 -2.92 -0.91
C -0.11 -1.24 4.10
C -0.61 -0.97 -3.73
C -0.66 -0.32 5.19
H 0.16 0.20 5.69
O 0.24 -0.14 -2.90
S 1.16 -3.12 -0.55
H -3.08 0.31 2.87
C 1.98 4.09 0.50
C -0.13 0.97 -4.99
H -1.09 1.38 3.92
H 2.58 0.21 -1.70
S 2.87 -0.50 0.59
C 3.66 -1.90 -0.17
H -4.50 -2.57 0.75
C -1.63 0.64 4.52
H 4.02 0.97 -0.97
C -1.42 2.48 0.29
C -4.45 -1.49 0.72
H -6.20 -1.21 1.93
C 0.61 3.91 0.58
Dy -0.01 -0.74 -0.45
H -1.19 -0.91 5.94
H 1.61 1.19 -3.69
H -1.65 2.04 1.26
C -5.40 -0.72 1.38
H 3.84 3.18 -0.08
H 0.79 -0.85 3.62
H 5.51 -4.85 -1.78
C -3.36 0.50 -0.04
C -2.49 -0.22 3.61
H 0.49 1.40 -5.77
C 2.77 3.07 0.00
H -2.23 1.18 5.24
H 3.05 -4.87 -1.61
H -1.14 -0.80 -5.82
H -1.94 3.43 0.19
C 2.97 0.71 -0.81
C 2.91 -2.97 -0.66
S -2.32 -1.96 -0.89
H 0.08 -2.26 4.44
N 0.83 1.70 -0.30
C 5.05 -1.88 -0.25
C 5.72 -2.94 -0.84
H 5.60 -1.04 0.16
O -0.69 -0.38 1.68
H -1.65 -0.78 -3.47
C 0.52 1.09 -3.62
C -4.33 1.27 0.59
H -3.14 -0.89 4.18
C -0.32 -0.55 -5.15
C 4.99 -4.01 -1.33
H -4.30 2.35 0.50
C 0.07 2.69 0.16
S -2.08 1.32 -0.98
H -0.37 -2.01 -3.51
C 2.16 1.89 -0.39
C 3.62 -4.03 -1.24
H 2.42 5.03 0.81
H -1.10 1.47 -5.00
H -6.09 1.27 1.81
*
```

Properties
- Kohn-Sham gap (alpha / beta) (eV) = 7.29 / 7.29
- ⟨S²⟩ = 9.332
- relative energy (zero: lowest compared OMol25 entry of this formula, charge and spin) (kcal/mol) = 0.00
- max |F| (Eh/bohr) = 0.011

Here are the Mulliken charges for atoms 1 to 5, given in e: C -0.72; H 0.19; C 0.53; H 0.54; S 0.39



# 3
DFT (ωB97M-V with the def2-TZVPD basis set) results for a molecular structure, C27H31F4INb at a distorted geometry.

Structure (ORCA input):
```
! wB97M-V def2-TZVPD RIJCOSX def2/J DEFGRID3
* xyz -1 1
F -4.64 1.75 -1.26
F -0.07 0.25 0.83
C 2.12 0.77 4.28
H 1.65 -3.99 -0.47
H 2.79 -2.19 -3.22
H 0.47 -1.80 -0.04
C 0.64 0.42 1.95
C -5.72 1.78 -6.78
C -1.33 2.29 -2.66
C 1.62 -0.79 7.63
H 3.55 -3.79 9.11
H -3.18 1.25 -8.97
H 5.31 -3.05 -2.07
C 2.44 -1.75 -2.19
H 0.22 1.02 5.26
C -0.02 0.67 3.15
C -3.67 1.45 -8.03
F 0.95 0.25 7.12
H -0.87 -3.89 -0.96
C -5.06 1.53 -7.98
H 4.12 -0.93 -0.75
H -6.80 1.83 -6.77
H 2.40 -4.01 6.92
C -4.98 1.95 -5.61
C -2.93 1.64 -6.86
C -1.49 3.58 -3.17
C 2.36 -3.07 7.46
C -3.78 3.63 -2.40
C 3.01 -2.94 8.69
H -4.73 4.13 -2.29
H 0.86 -4.06 -2.86
H -0.66 4.07 -3.68
F -5.77 1.36 -9.10
H -2.82 5.26 -3.43
H -1.10 0.72 3.16
C 2.03 0.34 1.90
H 2.91 -2.19 0.01
Nb 0.55 -2.91 -1.49
C 2.27 -0.65 8.85
C -3.58 1.88 -5.65
H 5.20 -3.27 -0.19
H 3.86 0.48 3.04
C 2.77 0.53 3.07
C 1.65 -1.99 6.93
H 2.52 0.14 0.96
H -5.48 2.13 -4.67
C -3.61 2.34 -1.89
H 2.69 0.91 5.19
C 2.96 -1.73 9.39
H -2.30 0.67 -1.60
I 1.95 0.40 -2.48
H -0.39 1.77 -2.77
C -2.71 4.25 -3.04
H 2.23 0.30 9.37
C 3.53 -1.93 -0.98
C 4.55 -3.23 -1.19
H 3.47 -1.63 10.35
H 3.89 -4.19 -1.30
C 0.72 0.84 4.32
H -3.01 2.02 -4.74
H -1.84 1.59 -6.89
H -0.48 -1.80 -2.49
C -2.40 1.67 -2.01
H 1.14 -2.08 5.98
*
```

Properties
- Kohn-Sham gap (eV) = 6.97
- max |F| (Eh/bohr) = 0.050

Here are the natural (NBO) charges for atoms 1 to 5, given in e: F -0.33; F -0.31; C -0.25; H -0.46; H 0.23



# 4
DFT (ωB97M-V with the def2-TZVPD basis set) results for a molecular structure, C27H31IrN7S3Se2.

Structure (ORCA input):
```
! wB97M-V def2-TZVPD RIJCOSX def2/J DEFGRID3
* xyz 3 5
C 5.74 -4.28 1.57
C 0.78 -1.57 -0.49
N 0.83 2.11 1.26
C -2.75 -1.00 2.26
H 1.36 1.24 -1.93
S -2.89 -0.87 0.45
H -4.10 0.57 2.91
C 1.79 1.62 2.04
C -2.64 1.88 -4.72
H -0.33 -3.33 0.04
H -0.46 -1.97 1.17
H -4.85 -1.52 -0.67
C 2.88 2.39 2.42
H 3.63 1.97 3.08
H -5.16 -1.24 1.05
H -2.64 3.89 2.09
N 2.56 -4.85 0.17
C -4.02 2.77 0.84
C -1.22 2.52 -2.91
C 1.97 4.21 1.17
C 5.12 -2.37 -0.46
H -4.88 0.97 -1.09
C -1.66 2.72 -4.21
H -3.89 3.06 3.00
H -4.35 3.74 0.47
Se -0.63 3.95 -0.15
H 5.99 -5.02 2.32
Se 0.17 3.71 -2.30
C 0.92 3.38 0.86
N 3.44 -5.18 1.01
C 4.24 -3.40 -0.12
H -6.39 0.28 -0.50
S -5.51 1.75 1.10
S -2.01 1.67 2.51
H -2.86 0.11 4.09
C 4.53 -4.33 0.89
Ir -1.06 1.14 0.13
C -3.13 0.87 -3.91
H 1.99 5.23 0.81
C -3.23 2.98 2.14
C 2.98 3.69 1.96
H 7.03 -1.55 0.01
C 2.07 -0.83 -2.12
H 2.79 -0.87 -2.92
H 4.88 -1.63 -1.22
H -2.96 -0.08 -2.00
N 2.99 -3.77 -0.54
C 1.34 0.20 -1.63
C 0.22 -2.51 0.51
H -3.01 2.02 -5.73
C 6.31 -2.33 0.24
H -3.90 0.19 -4.27
H 3.84 4.31 2.22
H -3.40 2.30 0.07
H -3.40 -1.81 2.58
C 6.61 -3.27 1.24
H -1.24 3.52 -4.80
H 1.01 -2.95 1.11
H -1.72 -1.30 2.45
C -5.36 0.51 -0.23
H 7.57 -3.19 1.74
N -1.69 1.54 -2.12
H 1.67 0.60 2.38
H 1.35 -3.98 -1.69
C -2.63 0.73 -2.64
H 2.74 -3.30 -2.56
N 1.70 -1.94 -1.39
C 2.19 -3.29 -1.62
C -4.70 -0.82 0.16
N 0.53 -0.27 -0.61
C -3.07 0.27 3.03
*
```

Properties
- Kohn-Sham gap (alpha / beta) (eV) = 6.12 / 1.53
- ⟨S²⟩ = 6.013
- max |F| (Eh/bohr) = 0.019

Here are the Mulliken charges for atoms 1 to 5, given in e: C -0.67; C 0.59; N -0.01; C -0.90; H 0.42



# 5
DFT (ωB97M-V with the def2-TZVPD basis set) results for a molecular structure, C27H32AuNO3Se2.

Structure (ORCA input):
```
! wB97M-V def2-TZVPD RIJCOSX def2/J DEFGRID3
* xyz 0 3
H -4.22 -0.80 2.51
C 2.58 4.92 1.63
H 3.55 -4.41 1.42
H -1.91 -4.72 -2.94
H 0.78 -4.16 0.56
Se 1.64 -1.01 -1.90
C 2.03 4.03 3.79
C -3.39 -1.53 -1.45
H -4.39 -4.54 -2.63
H 1.54 -3.55 2.03
C -2.36 -3.84 -2.51
C 3.38 -4.21 0.36
C -0.95 3.59 -0.36
C -0.77 4.75 -2.46
H 2.98 5.93 3.48
O 4.40 -1.33 0.14
H 2.08 3.69 -0.05
Se -0.12 -1.93 1.31
C 1.51 2.90 3.19
H 3.13 -2.92 -1.85
C 2.53 -2.94 0.22
H 3.01 5.70 1.02
H 0.49 3.82 -3.93
C 3.24 -1.74 0.84
C 2.57 5.05 3.01
H 2.03 4.12 4.87
H -1.35 3.51 0.65
C -1.57 -2.78 -2.12
H -4.66 0.15 -1.65
C -4.24 -2.57 -1.81
H -1.95 5.43 -0.80
H 2.57 -0.88 0.85
C -0.09 2.59 -0.82
H -5.39 -1.21 0.39
Au -0.63 -0.22 -0.69
O 4.64 -4.05 -0.31
C -1.29 4.66 -1.17
H 1.50 -3.53 -1.58
C 0.08 3.76 -2.93
H -2.04 0.14 2.24
H -5.20 0.52 0.67
C -3.96 -0.24 -0.91
C -3.73 -3.73 -2.34
H 3.48 -1.99 1.89
C 0.41 2.68 -2.12
H -1.03 5.59 -3.09
C 0.26 1.45 0.06
H 1.04 0.64 1.81
C 0.91 1.54 1.21
H 1.10 2.11 3.80
H -3.15 0.50 -0.82
C 2.05 3.79 1.03
H -3.17 -1.66 1.37
H 2.84 -5.06 -0.07
C -4.65 -0.40 0.44
C 1.49 2.77 1.80
N -2.07 -1.66 -1.59
H -0.49 -2.80 -2.24
C 2.22 -2.76 -1.27
C 1.26 -3.28 1.01
H -5.31 -2.44 -1.68
H 1.09 1.91 -2.49
H 5.15 -4.85 -0.19
C -3.68 -0.71 1.56
H 4.95 -2.11 0.00
O -2.75 0.36 1.62
*
```

Properties
- Kohn-Sham gap (alpha / beta) (eV) = 7.37 / 6.18
- ⟨S²⟩ = 2.019
- relative energy (zero: lowest compared OMol25 entry of this formula, charge and spin) (kcal/mol) = 2.64
- max |F| (Eh/bohr) = 0.004

Here are the natural (NBO) charges for atoms 1 to 5, given in e: H 0.17; C -0.20; H 0.17; H 0.23; H 0.21



# 6
DFT (ωB97M-V with the def2-TZVPD basis set) results for a molecular structure, C27H32BCl6F4N6O2Tl.

Structure (ORCA input):
```
! wB97M-V def2-TZVPD RIJCOSX def2/J DEFGRID3
* xyz 0 1
H 0.36 5.03 0.58
H -1.88 -0.92 2.89
C -1.30 -6.80 -0.81
H 4.56 2.17 2.63
C -2.18 2.25 2.10
F -1.66 1.54 -2.49
C 2.87 1.25 3.55
H 4.47 -3.11 0.23
H 0.39 3.93 -2.85
H 1.07 0.39 -3.51
H 2.03 5.51 -1.27
C -4.17 0.83 2.03
H -4.57 -0.07 1.59
H -0.12 3.34 0.85
Cl 2.80 -2.20 1.60
C -2.23 0.28 0.61
C -0.27 -4.66 -0.20
N 1.40 2.16 -2.40
F -1.08 1.11 -4.68
C -0.30 -6.99 -1.90
C 1.58 0.71 3.35
H 1.40 0.14 5.42
F -0.80 -0.50 -3.06
Cl 4.28 -0.93 -0.62
C 0.73 4.00 0.66
N -2.99 -0.35 -0.32
C 1.87 0.91 -2.98
N -0.96 0.06 0.68
Cl -2.45 -5.42 1.19
B -1.63 0.59 -3.51
N -2.89 1.17 1.42
Cl -0.44 -8.40 -2.85
H -3.49 -2.23 -1.02
C 0.67 -6.09 -2.14
C 4.31 -2.14 0.68
H -0.83 -0.89 5.14
Cl -2.46 -8.02 -0.58
H 5.11 -1.87 1.36
H -4.18 1.33 -0.69
H 3.53 2.17 0.38
H 1.74 3.56 -3.94
N 1.18 1.30 -0.30
H -1.90 1.98 3.12
C 0.97 0.72 2.07
H -2.08 -1.53 -1.82
C 0.91 0.13 4.46
C -1.30 -5.70 -0.03
N 1.35 3.64 -0.61
C 2.42 4.52 -1.02
C -0.32 0.14 1.93
C -0.92 -0.43 3.03
H -4.89 1.64 1.90
H 3.15 4.64 -0.21
C 2.97 1.79 1.23
F -2.91 0.08 -3.75
H -1.96 -2.14 -0.14
H 0.22 2.64 -4.04
H -5.04 -0.23 -0.80
H 3.30 1.21 4.54
O -0.23 -3.65 0.46
H 2.26 0.27 -2.19
O 1.68 -4.08 -1.44
C 3.56 1.78 2.50
Tl 0.75 -1.16 -0.98
C -2.59 -1.63 -0.86
H -4.03 0.66 3.10
C -0.32 -0.43 4.30
H -1.27 2.49 1.53
H -3.91 0.27 -2.08
C 1.69 1.31 1.00
C 0.91 3.13 -3.36
C 1.32 2.33 -1.06
H 2.94 4.13 -1.89
H 2.67 1.13 -3.69
C -4.10 0.29 -1.00
H 1.42 3.94 1.51
C 0.80 -4.88 -1.30
Cl 1.82 -6.27 -3.38
H -2.82 3.13 2.13
*
```

Properties
- Kohn-Sham gap (eV) = 4.51
- relative energy (zero: lowest compared OMol25 entry of this formula, charge and spin) (kcal/mol) = 7.23
- max |F| (Eh/bohr) = 0.019

Here are the Mulliken charges for atoms 1 to 5, given in e: H 0.43; H 0.60; C 0.54; H 0.41; C -0.62



# 7
DFT (ωB97M-V with the def2-TZVPD basis set) results for a molecular structure, C27H32ClIN7O2Pd at a distorted geometry.

Structure (ORCA input):
```
! wB97M-V def2-TZVPD RIJCOSX def2/J DEFGRID3
* xyz -1 1
Pd -2.47 -2.98 0.54
H 5.35 7.58 -1.98
C 7.17 6.48 -1.50
C 5.85 6.81 -1.35
N 2.72 2.23 0.49
C 1.62 1.95 1.24
C 3.19 -4.84 -1.13
C 7.01 4.74 -0.10
H -3.92 1.61 2.91
C 3.31 -2.61 -2.21
C 1.36 4.26 1.85
C 5.14 6.03 -0.33
C -2.75 2.17 -0.29
H 3.85 -1.73 -2.63
H -0.10 2.72 2.30
H 1.16 0.94 1.27
C 1.94 -4.58 -0.70
H -4.18 -0.72 2.54
H -2.15 -0.40 1.27
H 3.88 3.54 -0.37
C -2.10 -5.87 -0.39
C -0.06 -2.89 -0.74
H 0.78 5.07 2.36
C 2.00 -2.38 -1.76
H 2.39 6.54 1.80
C 0.91 2.97 1.90
H -3.66 -3.15 2.97
H -5.13 -1.60 -0.62
N -3.01 -4.60 -1.97
H -6.32 -2.53 0.35
H -5.28 -0.32 1.27
O -0.68 -1.99 -1.37
C -4.28 -0.81 1.47
C 2.95 5.92 1.14
C 3.06 3.47 0.37
Cl 5.55 -4.10 -2.31
H -4.85 -4.05 2.01
C -4.15 1.96 1.84
C 3.90 6.49 0.28
H -3.54 -3.79 -2.32
C -4.57 -3.09 2.36
C -1.67 -6.34 -1.65
H -3.03 -0.45 -0.30
I -0.52 -8.05 -2.21
H -2.14 -6.42 0.52
N -2.97 -4.79 -0.58
H -2.35 1.47 -1.06
C -5.27 -2.50 0.02
H 3.81 -5.68 -0.81
N 5.73 4.93 0.16
O -0.62 -3.54 0.25
H -5.08 -3.44 -0.48
H 7.50 3.91 0.38
N -3.43 1.37 0.74
H 1.53 -1.39 -1.87
H -3.99 3.03 1.80
C 1.32 -3.36 -1.04
N -4.33 -2.27 1.18
H -5.26 1.88 1.58
H -1.92 2.79 0.11
H 1.40 -5.28 -0.09
H 3.75 7.59 0.23
C -3.16 -0.08 0.76
C 2.52 4.53 1.12
H -2.12 -5.53 -3.69
H -3.54 2.69 -0.96
C 3.89 -3.87 -1.87
H 7.87 6.96 -2.17
N 7.79 5.49 -0.86
C -2.28 -5.52 -2.60
H -5.34 -2.57 2.96
*
```

Properties
- Kohn-Sham gap (alpha / beta) (eV) = 2.15 / 2.14
- relative energy (zero: lowest compared OMol25 entry of this formula, charge and spin) (kcal/mol) = 52.45
- max |F| (Eh/bohr) = 0.085

Here are the Mulliken charges for atoms 1 to 5, given in e: Pd -0.23; H 0.35; C -0.11; C -0.63; N -0.53